# 1
The following is a DFT calculation (ωB97M-V/def2-TZVPD) of a single C2ClF3N2 molecule in a non-equilibrium geometry.

Summary:
- HOMO (spin up / spin down): -10.00 / -9.04 eV
- Charge: 0
- LUMO (spin up / spin down): -1.390 / -0.883 eV

Last columns: bonded neighbours and bond lengths (Å).
Element x y z (Å)
1 C 1.167 1.027 1.223  C2 1.348, N3 1.152
2 C 1.161 0.710 -0.087  C1 1.348, F5 1.314, Cl8 1.573
3 N 1.032 1.023 2.367  C1 1.152
4 N -1.555 -0.872 -1.001  F6 1.344, F7 1.357, Cl8 2.085
5 F 1.608 1.414 -1.102  C2 1.314
6 F -2.333 -0.433 0.004  N4 1.344
7 F -1.521 -2.227 -0.958  N4 1.357
8 Cl 0.441 -0.642 -0.446  C2 1.573, N4 2.085

# 2
The following is a DFT calculation (ωB97M-V/def2-TZVPD) of a 8-piece molecular cluster, C48H103N5O9 overall in a non-equilibrium geometry.

Summary:
- HOMO: -6.77 eV
- Charge: +2
- LUMO: -3.698 eV

Last columns: bonded neighbours and bond lengths (Å).
Element x y z (Å)
1 C -5.300 7.515 6.760  C2 1.573, H11 1.090, H12 1.090, H13 1.090
2 C -4.708 6.116 7.169  C1 1.573, C3 1.524, H14 1.090, H15 1.090
3 C -4.282 5.263 5.979  C2 1.524, N4 1.538, H16 1.090, H17 1.090
4 N -3.473 4.056 6.482  C3 1.538, C5 1.615, C9 1.508, C10 1.560
5 C -2.823 3.305 5.209  N4 1.615, C6 1.506, H18 1.090, H19 1.090
6 C -3.861 2.472 4.503  C5 1.506, C7 1.587, H20 1.090, H21 1.090
7 C -4.645 1.539 5.519  C6 1.587, C8 1.565, H22 1.090, H23 1.090
8 C -5.288 2.285 6.735  C7 1.565, C9 1.535, H24 1.090, H25 1.090
9 C -4.180 3.103 7.412  N4 1.508, C8 1.535, H26 1.090, H27 1.090
10 C -2.248 4.626 7.261  N4 1.560, H28 1.090, H29 1.090, H30 1.090
11 H -4.512 8.189 6.426  C1 1.090
12 H -5.814 8.006 7.586  C1 1.090
13 H -6.051 7.457 5.972  C1 1.090
14 H -5.382 5.619 7.867  C2 1.090
15 H -3.823 6.356 7.758  C2 1.090
16 H -3.613 5.754 5.272  C3 1.090
17 H -5.215 5.029 5.466  C3 1.090
18 H -2.230 4.024 4.645  C5 1.090
19 H -2.023 2.645 5.545  C5 1.090
20 H -4.692 3.005 4.040  C6 1.090
21 H -3.310 1.812 3.833  C6 1.090
22 H -5.314 0.834 5.026  C7 1.090
23 H -3.920 0.818 5.898  C7 1.090
24 H -6.119 2.844 6.304  C8 1.090
25 H -5.548 1.612 7.552  C8 1.090
26 H -4.573 3.660 8.263  C9 1.090
27 H -3.403 2.547 7.937  C9 1.090
28 H -1.659 5.436 6.830  C10 1.090
29 H -1.581 3.770 7.355  C10 1.090
30 H -2.458 4.950 8.280  C10 1.090
31 C 2.483 10.761 -3.234  C32 1.552, H41 1.090, H42 1.090, H43 1.090
32 C 1.583 9.504 -3.096  C31 1.552, C33 1.571, H44 1.090, H45 1.090
33 C 0.044 9.746 -3.303  C32 1.571, N34 1.584, H46 1.090, H47 1.090
34 N -0.899 8.479 -3.410  C33 1.584, C35 1.576, C39 1.576, C40 1.568
35 C -0.671 7.601 -2.121  N34 1.576, C36 1.600, H48 1.090, H49 1.090
36 C -1.796 6.468 -2.016  C35 1.600, C37 1.430, H50 1.090, H51 1.090
37 C -3.140 6.956 -2.029  C36 1.430, C38 1.564, H52 1.090, H53 1.090
38 C -3.433 7.946 -3.205  C37 1.564, C39 1.514, H54 1.090, H55 1.090
39 C -2.381 9.015 -3.418  N34 1.576, C38 1.514, H56 1.090, H57 1.090
40 C -0.629 7.681 -4.732  N34 1.568, H58 1.090, H59 1.090, H60 1.090
41 H 2.112 11.259 -4.129  C31 1.090
42 H 3.417 10.460 -3.708  C31 1.090
43 H 2.483 11.443 -2.384  C31 1.090
44 H 1.782 8.809 -2.280  C32 1.090
45 H 1.723 8.934 -4.015  C32 1.090
46 H -0.182 10.342 -4.187  C33 1.090
47 H -0.269 10.289 -2.411  C33 1.090
48 H -0.881 8.342 -1.349  C35 1.090
49 H 0.341 7.210 -2.019  C35 1.090
50 H -1.593 5.920 -1.096  C36 1.090
51 H -1.696 5.686 -2.769  C36 1.090
52 H -3.184 7.477 -1.073  C37 1.090
53 H -3.936 6.216 -1.941  C37 1.090
54 H -4.403 8.418 -3.046  C38 1.090
55 H -3.563 7.316 -4.084  C38 1.090
56 H -2.432 9.655 -2.537  C39 1.090
57 H -2.435 9.676 -4.283  C39 1.090
58 H -1.582 7.223 -4.996  C40 1.090
59 H 0.168 6.979 -4.485  C40 1.090
60 H -0.276 8.392 -5.478  C40 1.090
61 C -2.198 -7.917 -0.629  C62 1.504, H71 1.090, H72 1.090, H73 1.090
62 C -2.057 -7.022 0.573  C61 1.504, C63 1.538, H74 1.090, H75 1.090
63 C -1.933 -7.674 1.961  C62 1.538, N64 1.578, H76 1.090, H77 1.090
64 N -1.265 -6.717 3.023  C63 1.578, C65 1.515, C69 1.576, C70 1.574
65 C -1.490 -7.356 4.378  N64 1.515, C66 1.542, H78 1.090, H79 1.090
66 C -0.752 -8.687 4.624  C65 1.542, C67 1.585, H80 1.090, H81 1.090
67 C 0.795 -8.496 4.339  C66 1.585, C68 1.579, H82 1.090, H83 1.090
68 C 1.116 -7.828 2.945  C67 1.579, C69 1.653, H84 1.090, H85 1.090
69 C 0.244 -6.454 2.653  N64 1.576, C68 1.653, H86 1.090, H87 1.090
70 C -2.091 -5.378 3.067  N64 1.574, H88 1.090, H89 1.090, H90 1.090
71 H -1.267 -8.308 -1.038  C61 1.090
72 H -2.596 -7.268 -1.409  C61 1.090
73 H -2.904 -8.728 -0.452  C61 1.090
74 H -2.813 -6.238 0.543  C62 1.090
75 H -1.145 -6.451 0.398  C62 1.090
76 H -1.266 -8.522 1.810  C63 1.090
77 H -2.910 -7.944 2.362  C63 1.090
78 H -2.564 -7.530 4.438  C65 1.090
79 H -1.350 -6.504 5.043  C65 1.090
80 H -1.188 -9.546 4.115  C66 1.090
81 H -0.971 -8.930 5.664  C66 1.090
82 H 1.442 -9.362 4.477  C67 1.090
83 H 1.249 -7.769 5.013  C67 1.090
84 H 1.021 -8.443 2.051  C68 1.090
85 H 2.188 -7.677 3.076  C68 1.090
86 H 0.280 -6.071 1.633  C69 1.090
87 H 0.422 -5.626 3.338  C69 1.090
88 H -1.710 -4.815 3.920  C70 1.090
89 H -3.086 -5.669 3.404  C70 1.090
90 H -1.878 -4.894 2.115  C70 1.090
91 C -3.088 -5.782 -8.917  C92 1.511, H101 1.090, H102 1.090, H103 1.090
92 C -1.676 -5.269 -9.077  C91 1.511, C93 1.611, H104 1.090, H105 1.090
93 C -0.949 -5.171 -7.643  C92 1.611, N94 1.538, H106 1.090, H107 1.090
94 N 0.471 -4.585 -7.545  C93 1.538, C95 1.569, C99 1.528, C100 1.519
95 C 0.315 -3.049 -7.821  N94 1.569, C96 1.600, H108 1.090, H109 1.090
96 C 1.778 -2.426 -7.998  C95 1.600, C97 1.485, H110 1.090, H111 1.090
97 C 2.651 -3.145 -8.962  C96 1.485, C98 1.541, H112 1.090, H113 1.090
98 C 2.762 -4.655 -8.679  C97 1.541, C99 1.476, H114 1.090, H115 1.090
99 C 1.431 -5.273 -8.516  N94 1.528, C98 1.476, H116 1.090, H117 1.090
100 C 0.894 -4.735 -6.094  N94 1.519, H118 1.090, H119 1.090, H120 1.090
101 H -3.642 -5.217 -8.168  C91 1.090
102 H -3.283 -6.793 -8.562  C91 1.090
103 H -3.644 -5.669 -9.848  C91 1.090
104 H -1.619 -4.304 -9.580  C92 1.090
105 H -1.188 -6.068 -9.635  C92 1.090
106 H -0.810 -6.185 -7.270  C93 1.090
107 H -1.413 -4.462 -6.957  C93 1.090
108 H -0.147 -3.023 -8.808  C95 1.090
109 H -0.270 -2.426 -7.144  C95 1.090
110 H 1.531 -1.431 -8.369  C96 1.090
111 H 2.108 -2.330 -6.964  C96 1.090
112 H 2.462 -2.962 -10.020  C97 1.090
113 H 3.617 -2.640 -8.977  C97 1.090
114 H 3.213 -5.243 -9.479  C98 1.090
115 H 3.491 -4.797 -7.881  C98 1.090
116 H 0.902 -5.075 -9.448  C99 1.090
117 H 1.410 -6.343 -8.312  C99 1.090
118 H 1.958 -4.536 -5.962  C100 1.090
119 H 0.789 -5.788 -5.832  C100 1.090
120 H 0.267 -4.229 -5.361  C100 1.090
121 C 5.614 -4.859 0.129  C122 1.532, H131 1.090, H132 1.090, H133 1.090
122 C 6.033 -3.923 1.267  C121 1.532, C123 1.517, H134 1.090, H135 1.090
123 C 5.900 -2.516 0.717  C122 1.517, N124 1.562, H136 1.090, H137 1.090
124 N 6.141 -1.347 1.725  C123 1.562, C125 1.495, C129 1.545, C130 1.528
125 C 5.172 -1.411 2.862  N124 1.495, C126 1.540, H138 1.090, H139 1.090
126 C 5.388 -0.374 3.980  C125 1.540, C127 1.515, H140 1.090, H141 1.090
127 C 6.734 -0.538 4.655  C126 1.515, C128 1.564, H142 1.090, H143 1.090
128 C 7.816 -0.499 3.527  C127 1.564, C129 1.573, H144 1.090, H145 1.090
129 C 7.545 -1.507 2.350  N124 1.545, C128 1.573, H146 1.090, H147 1.090
130 C 5.990 0.029 1.080  N124 1.528, H148 1.090, H149 1.090, H150 1.090
131 H 4.526 -4.927 0.114  C121 1.090
132 H 6.100 -5.828 0.019  C121 1.090
133 H 5.848 -4.314 -0.786  C121 1.090
134 H 7.067 -4.214 1.449  C122 1.090
135 H 5.394 -4.011 2.146  C122 1.090
136 H 4.840 -2.429 0.480  C123 1.090
137 H 6.593 -2.178 -0.053  C123 1.090
138 H 5.349 -2.376 3.337  C125 1.090
139 H 4.136 -1.378 2.523  C125 1.090
140 H 4.709 -0.552 4.814  C126 1.090
141 H 5.222 0.642 3.623  C126 1.090
142 H 6.922 -1.475 5.180  C127 1.090
143 H 6.845 0.267 5.381  C127 1.090
144 H 8.745 -0.885 3.948  C128 1.090
145 H 7.988 0.539 3.243  C128 1.090
146 H 7.573 -2.521 2.750  C129 1.090
147 H 8.332 -1.435 1.599  C129 1.090
148 H 4.920 0.109 0.887  C130 1.090
149 H 6.667 0.105 0.230  C130 1.090
150 H 6.366 0.858 1.679  C130 1.090
151 O 2.429 4.934 2.532  C152 1.354, H155 0.960
152 C 2.830 6.095 3.103  O151 1.354, O153 1.269, O154 1.265
153 O 1.910 6.901 3.441  C152 1.269
154 O 4.028 6.246 3.481  C152 1.265
155 H 1.483 5.089 2.486  O151 0.960
156 O -5.918 -1.416 -1.077  C157 1.394, H160 0.960
157 C -7.087 -0.659 -1.131  O156 1.394, O158 1.247, O159 1.256
158 O -7.206 0.474 -1.637  C157 1.247
159 O -8.125 -1.163 -0.636  C157 1.256
160 H -5.247 -0.870 -1.492  O156 0.960
161 O 0.337 1.322 -0.950  C162 1.307, H165 0.960
162 C -0.135 0.196 -1.416  O161 1.307, O163 1.234, O164 1.206
163 O -0.983 0.160 -2.311  C162 1.234
164 O 0.285 -0.763 -0.819  C162 1.206
165 H 0.579 0.987 -0.084  O161 0.960

# 3
The following is a DFT calculation (ωB97M-V/def2-TZVPD) of a 2-piece molecular cluster, C3H7O7S2 overall in a non-equilibrium geometry.

Summary:
- HOMO: -6.03 eV
- Charge: -1
- LUMO: 3.432 eV

Last columns: bonded neighbours and bond lengths (Å).
Element x y z (Å)
1 C -2.482 -0.737 -0.930  C3 1.529, H13 1.049, H14 1.021, H15 1.117
2 C -1.754 0.886 0.843  C3 1.473, H16 1.063, H17 1.079, H18 1.108
3 C -2.553 -0.312 0.537  C1 1.529, C2 1.473, O9 1.223
4 O 2.891 -1.574 -0.755  S12 1.465
5 O 2.816 2.617 0.588  S11 1.489
6 O 3.943 0.267 0.701  S11 1.609, H19 0.953
7 O 1.234 -0.757 0.767  S12 1.458
8 O 0.724 -1.269 -1.622  S12 1.387
9 O -3.239 -0.747 1.451  C3 1.223
10 O 2.010 0.691 -0.940  S11 1.771, S12 1.635
11 S 2.596 1.146 0.668  O5 1.489, O6 1.609, O10 1.771, S12 2.591
12 S 1.614 -0.865 -0.637  O4 1.465, O7 1.458, O8 1.387, O10 1.635, S11 2.591
13 H -1.549 -1.218 -0.947  C1 1.049
14 H -3.231 -1.379 -1.192  C1 1.021
15 H -2.298 0.207 -1.496  C1 1.117
16 H -0.726 0.630 0.936  C2 1.063
17 H -1.822 1.626 0.061  C2 1.079
18 H -2.027 1.274 1.845  C2 1.108
19 H 3.853 -0.486 0.124  O6 0.953

# 4
The following is a DFT calculation (ωB97M-V/def2-TZVPD) of a single C3H6N2O2 molecule.

Summary:
- HOMO: -9.62 eV
- Charge: 0
- LUMO: 0.482 eV

Last columns: bonded neighbours and bond lengths (Å).
Element x y z (Å)
1 C 1.877 -0.206 0.753  O2 1.439, H8 1.090, H9 1.092, H10 1.095
2 O 1.084 0.480 -0.232  C1 1.439, C3 1.576, H12 1.125
3 C -0.287 -0.226 -0.560  O2 1.576, N4 1.247, N5 1.329
4 N -0.382 -1.337 -1.118  C3 1.247, H11 1.013
5 N -1.022 0.746 -0.030  C3 1.329, C6 1.381
6 C -2.399 0.741 -0.138  N5 1.381, O7 1.209, H13 1.107
7 O -3.112 1.604 0.315  C6 1.209
8 H 2.742 0.422 0.967  C1 1.090
9 H 2.202 -1.156 0.323  C1 1.092
10 H 1.284 -0.380 1.657  C1 1.095
11 H 0.481 -1.759 -1.441  N4 1.013
12 H 0.334 1.208 0.186  O2 1.125
13 H -2.800 -0.137 -0.682  C6 1.107

In order of appearance, total energy = -945.2167 -2840.7455 -1441.6210 -377.8150 Eh.
In order of appearance, energy above the lowest of the compared OMol25 structures with the same formula, charge and spin = 622.35 1111.83 0.00 379.06 kJ/mol.